[1]
ORCA calculation (wB97M-V/def2-TZVPD) on a structure of composition C51H43Br2FN2O12P2PbS in a non-equilibrium geometry.

XYZ file:
```
115
Properties=species:S:1:pos:R:3:mulliken_charge:R:1
Pb 0.280 -0.244 -0.267 2.21
O 0.964 4.015 1.312 -0.84
C 0.845 3.057 0.506 -0.17
O 0.601 1.841 0.844 -0.22
C 1.015 3.306 -0.963 0.59
C 2.222 2.427 -1.554 0.93
C 2.881 3.307 -2.619 -0.78
C 1.695 3.430 -3.597 -1.24
C 0.716 2.369 -3.105 0.47
O 1.519 1.452 -2.351 -0.40
C -0.166 3.040 -2.015 -0.17
C -1.407 2.218 -1.501 -0.28
O -2.450 2.745 -1.091 -0.84
O -1.180 0.955 -1.565 -0.35
H 1.192 4.412 -1.123 0.47
H 2.913 1.947 -0.862 -1.22
H 3.720 2.836 -3.102 0.45
H 3.225 4.280 -2.209 0.37
H 1.984 3.142 -4.590 0.40
H 1.305 4.428 -3.634 0.33
H 0.099 1.940 -3.891 0.77
H -0.548 4.020 -2.384 0.36
O -2.266 -2.566 1.830 -0.78
S -1.661 -1.311 2.218 1.18
O -0.279 -1.364 2.735 -0.69
O -1.744 -0.335 1.061 -0.90
C -2.771 -0.587 3.481 -0.04
C -3.767 -1.359 4.015 -0.47
C -4.603 -0.791 4.952 -0.66
C -4.449 0.531 5.402 -0.67
C -3.412 1.346 4.826 -0.51
C -2.602 0.759 3.858 -0.23
P -1.270 1.703 3.066 1.23
C 0.018 1.703 4.359 0.32
C 1.263 2.268 3.938 -0.59
C 2.375 2.201 4.788 -0.73
C 2.239 1.638 6.067 -0.66
C 0.966 1.269 6.531 -0.55
C -0.138 1.218 5.681 -0.62
C -1.841 3.481 3.001 0.69
C -2.734 3.789 1.975 -0.45
C -3.262 5.123 1.868 -0.75
C -2.973 6.047 2.852 -0.46
C -2.138 5.656 3.926 -0.54
C -1.594 4.386 4.023 -0.46
H -3.790 -2.401 3.695 0.50
H -5.298 -1.405 5.525 0.31
H -5.188 0.884 6.140 0.33
H -3.120 2.318 5.160 0.56
H 1.276 2.794 2.971 0.39
H 3.348 2.479 4.426 0.55
H 3.115 1.707 6.709 0.36
H 0.788 0.979 7.567 0.35
H -1.116 0.761 5.991 0.23
H -2.993 3.030 1.247 0.27
H -3.882 5.398 1.054 0.49
H -3.394 7.053 2.932 0.32
H -1.868 6.397 4.689 0.30
H -0.985 4.017 4.848 0.40
Br 1.943 -4.775 0.435 -0.16
C 3.132 -3.579 -0.546 0.44
Br 2.405 -3.027 -2.257 -0.04
H 4.117 -4.023 -0.701 0.38
H 3.280 -2.708 0.098 -0.61
C -5.238 -5.137 -1.794 -0.68
C -4.840 -5.294 -3.118 -0.58
C -3.777 -4.591 -3.676 -0.27
C -3.157 -3.587 -2.916 0.11
C -3.512 -3.401 -1.594 -0.22
C -4.538 -4.159 -1.048 -0.24
P -1.730 -2.773 -3.620 0.65
C -2.333 -2.128 -5.165 0.55
C -2.445 -2.995 -6.293 -0.55
C -2.734 -2.408 -7.516 -0.64
C -3.050 -1.079 -7.671 -0.62
C -2.991 -0.243 -6.511 -0.26
C -2.606 -0.751 -5.263 -0.70
C -0.549 -4.078 -3.962 0.45
C 0.415 -3.942 -4.984 -0.62
C 1.255 -5.005 -5.280 -0.51
C 1.104 -6.252 -4.668 -0.50
C 0.143 -6.383 -3.637 -0.63
C -0.547 -5.303 -3.220 -0.79
H -6.051 -5.701 -1.375 0.40
H -5.358 -5.974 -3.794 0.34
H -3.441 -4.801 -4.666 0.26
H -2.958 -2.650 -1.021 0.45
H -4.733 -4.012 0.070 0.30
H -2.172 -4.050 -6.244 0.34
H -2.752 -3.046 -8.394 0.34
H -3.277 -0.753 -8.697 0.34
H -3.287 0.836 -6.568 0.33
H -2.471 -0.128 -4.401 0.66
H 0.438 -3.025 -5.571 0.43
H 2.011 -4.796 -6.007 0.41
H 1.699 -7.090 -4.982 0.39
H -0.025 -7.292 -3.077 0.37
H -1.103 -5.283 -2.306 0.60
F 6.938 -0.866 4.876 -0.33
C 6.708 0.150 4.047 0.37
C 6.038 -0.064 2.912 -0.41
N 5.604 1.049 2.198 0.39
C 4.837 0.885 0.899 -0.69
C 3.783 -0.271 0.913 0.43
O 4.108 -1.315 1.520 -0.87
O 2.740 0.021 0.253 -0.07
C 6.144 2.296 2.438 0.37
O 5.828 3.331 1.843 -0.68
N 7.149 2.366 3.394 -0.08
C 7.325 1.466 4.431 0.21
O 7.867 1.777 5.492 -0.67
H 5.651 -1.052 2.673 0.63
H 5.532 0.703 0.052 0.04
H 4.350 1.851 0.743 0.29
H 7.455 3.325 3.608 0.28
```

Properties
- HOMO-LUMO gap (eV) = 6.0
- E_HOMO (eV) = -2.43
- charge = -2

[2]
ORCA calculation (wB97M-V/def2-TZVPD) on the ion C4H8NO2 with charge -1 in a non-equilibrium geometry.

XYZ file:
```
15
Properties=species:S:1:pos:R:3:nbo_charge:R:1
C 1.974 -0.398 0.486 0.45
N 1.303 0.618 -0.100 -0.71
C -0.501 -0.408 -1.596 -0.66
C -0.059 0.615 -0.348 -0.06
C -1.137 0.510 0.764 -0.04
O -0.800 -0.089 1.977 -0.79
O 1.438 -1.321 1.154 -0.80
H 2.990 -0.389 0.443 0.09
H 0.079 -0.518 1.900 0.51
H -0.827 0.231 -2.458 0.19
H -1.094 -1.306 -1.231 0.20
H 0.455 -0.869 -1.862 0.21
H -0.283 1.613 -0.819 0.16
H -2.093 0.069 0.544 0.15
H -1.446 1.643 1.146 0.10
```

Properties
- HOMO-LUMO gap (eV) = 7.8
- energy above the lowest of the compared OMol25 structures with the same formula, charge and spin (kcal/mol) = 60.1
- SMILES = C[C@@H](CO)/N=C\[O-]
- E_HOMO (eV) = -3.45
- charge = -1

[3]
ORCA calculation (wB97M-V/def2-TZVPD) on the ion C4H7Cl2N3O2P with charge +1 in a non-equilibrium geometry.

XYZ file:
```
19
Properties=species:S:1:pos:R:3:nbo_charge:R:1
C 0.172 -2.008 -1.230 0.63
C 0.029 -0.036 -0.001 0.44
C -0.755 -1.002 -1.906 -0.34
C -1.395 1.422 -1.246 -0.47
N 0.551 -1.316 -0.024 -0.48
N -0.715 0.194 -1.074 -0.07
N 1.846 -0.519 2.615 -1.28
O 0.657 -3.016 -1.576 -0.43
O 0.148 0.737 1.036 -0.76
P 1.165 0.886 2.457 1.77
Cl 2.294 2.498 1.878 -0.17
Cl -0.262 1.580 3.680 -0.14
H -0.428 -0.709 -3.032 0.28
H -1.701 -1.395 -1.981 0.26
H -2.213 1.141 -1.983 0.26
H -1.735 1.890 -0.238 0.29
H -0.719 2.322 -1.690 0.30
H 1.111 -1.752 0.741 0.49
H 1.950 -0.918 3.573 0.44
```

Properties
- HOMO-LUMO gap (spin up / spin down) (eV) = 6.2 / 5.5
- 2S+1 = 3
- E_HOMO (spin up / spin down) (eV) = -9.74 / -13.84
- charge = +1

[4]
ORCA calculation (wB97M-V/def2-TZVPD) on a cluster of 3 separate species, C16H37N4O7S in total in a non-equilibrium geometry.

XYZ file:
```
65
Properties=species:S:1:pos:R:3:nbo_charge:R:1
N -3.029 3.362 1.427 -0.69
C -2.524 3.831 0.207 0.55
N -1.604 5.032 0.253 -0.88
N -2.923 3.045 -1.022 -0.67
C -2.735 3.821 -2.307 -0.25
C -1.458 3.298 -3.226 -0.43
C -0.016 3.954 -2.805 -0.43
C 1.201 2.850 -2.892 -0.56
S 1.312 1.735 -1.350 1.09
C 1.492 -0.016 -1.991 -0.63
C 1.920 -1.079 -0.624 0.05
C 3.533 -1.715 -0.706 -0.17
O 3.035 -0.537 0.328 -0.56
O -0.171 1.745 -0.489 -0.49
N 0.082 1.714 0.838 0.39
O -0.205 0.583 1.229 -0.18
H -3.621 2.502 1.229 0.33
H -0.631 4.618 0.364 0.37
H -1.747 5.560 1.152 0.42
H -3.920 2.752 -0.923 0.41
H -3.702 3.610 -2.973 0.22
H -2.714 5.000 -2.158 0.23
H -1.678 3.621 -4.353 0.24
H -1.381 2.111 -3.257 0.21
H 0.025 4.420 -1.730 0.23
H 0.209 4.852 -3.554 0.26
H 1.104 2.240 -3.892 0.27
H 2.212 3.483 -2.903 0.29
H 2.387 -0.124 -2.737 0.30
H 0.491 -0.513 -2.341 0.30
H 1.022 -1.828 -0.170 0.28
H 4.297 -1.134 -1.394 0.22
H 3.962 -2.312 0.221 0.28
C -2.178 0.921 6.512 -0.26
O -1.875 0.435 5.208 -0.55
C -1.078 1.356 4.457 -0.09
C 0.401 0.955 4.468 -0.09
O 0.961 1.055 5.782 -0.55
C 1.034 -0.209 6.434 -0.26
H -2.522 0.079 7.119 0.19
H -1.304 1.364 7.000 0.18
H -2.979 1.662 6.451 0.17
H -1.214 2.379 4.827 0.18
H -1.442 1.324 3.424 0.18
H 0.957 1.652 3.833 0.17
H 0.541 -0.053 4.061 0.17
H 1.889 -0.773 6.045 0.17
H 0.121 -0.795 6.305 0.18
H 1.183 -0.036 7.503 0.20
C -0.319 -3.535 -3.016 -0.26
O 1.083 -3.658 -2.801 -0.57
C 1.392 -4.553 -1.728 -0.09
C 1.799 -5.935 -2.251 -0.09
O 0.706 -6.591 -2.902 -0.55
C 0.778 -6.483 -4.320 -0.26
H -0.476 -3.088 -4.001 0.19
H -0.827 -4.504 -2.990 0.20
H -0.750 -2.875 -2.257 0.15
H 0.551 -4.626 -1.028 0.18
H 2.240 -4.120 -1.186 0.18
H 2.083 -6.561 -1.399 0.19
H 2.665 -5.866 -2.919 0.18
H 1.516 -7.196 -4.704 0.18
H 1.043 -5.474 -4.645 0.17
H -0.202 -6.732 -4.734 0.20
```

Properties
- HOMO-LUMO gap (eV) = 5.5
- energy above the lowest of the compared OMol25 structures with the same formula, charge and spin (kcal/mol) = 265.9
- E_HOMO (eV) = -10.78
- charge = +1